# C22H59N3O6

7 unconnected molecules or ions with the total composition C22H59N3O6 in a non-equilibrium geometry (ωB97M-V with the def2-TZVPD basis set, the OMol25 dataset).

Summary:
E_HOMO	-5.11	eV
E_tot	-40522.6175	eV
largest force on an atom	2.62	eV Å⁻¹
LUMO energy	0.3	eV
M	461.73	Da

Structure (XYZ):
```
90
Properties=species:S:1:pos:R:3:forces:R:3:lowdin_charge:R:1
N 17.434964 -1.736685 -31.314117 -0.89 1.27 0.40 0.2556
H 17.648935 -1.427843 -30.347459 0.19 -0.52 -0.52 0.0642
H 16.467970 -2.093933 -31.360576 0.08 -0.46 -0.02 0.0728
H 18.133112 -2.404243 -31.687744 0.39 -0.82 -0.35 0.0566
H 17.401821 -0.913561 -31.926659 0.25 -0.22 0.01 0.0738
C 20.680118 -1.435485 -32.334256 -1.94 1.21 -0.37 -0.0718
C 20.917847 -2.775508 -31.665411 1.65 -0.71 -0.36 -0.4944
C 21.430461 -2.470418 -30.245973 -0.13 -0.16 -0.39 -0.1649
C 21.525700 -3.744418 -29.452116 -0.28 0.31 1.56 -0.2005
C 20.268527 -4.634740 -29.487016 0.45 0.65 -0.33 -0.1299
C 19.606721 -4.866501 -30.882157 1.98 1.33 1.09 -0.5031
N 19.679056 -3.561375 -31.594589 -0.71 0.54 0.37 -0.2325
O 19.035649 -3.605395 -32.852587 -0.17 0.11 0.15 -0.3057
C 18.134719 -5.190390 -30.623135 0.60 -0.96 -0.73 -0.0527
C 20.391635 -6.008836 -31.534351 -1.04 -0.90 -1.02 -0.0489
C 22.109070 -3.456634 -32.426941 0.20 -0.45 -0.31 -0.0278
H 19.663254 -1.106377 -32.079559 0.26 0.13 0.38 0.0489
H 20.600025 -1.332556 -33.419656 0.48 -0.90 -0.09 0.0830
H 21.328141 -0.613773 -32.021230 0.38 -0.39 0.32 0.0771
H 20.781637 -1.726601 -29.771477 -0.25 -0.20 0.06 0.1059
H 22.423093 -2.012096 -30.270063 -0.03 0.09 -0.32 0.1169
H 21.619164 -3.443464 -28.397726 -0.03 -0.03 0.05 0.1024
H 22.478577 -4.266254 -29.565465 -0.22 -0.27 -0.77 0.1034
H 19.504535 -4.140298 -28.881531 0.11 -0.12 0.30 0.0990
H 20.631791 -5.547585 -29.011550 -0.77 -0.35 -0.01 0.1120
H 17.642229 -4.485646 -29.955047 0.17 0.15 0.02 0.0653
H 18.141481 -6.187920 -30.173631 -0.37 0.02 0.18 0.0841
H 17.604135 -5.246895 -31.574233 -0.01 0.08 -0.01 0.0697
H 21.460404 -5.884836 -31.690940 -0.09 0.50 0.24 0.0635
H 19.930642 -6.194990 -32.510569 0.25 0.04 -0.14 0.0811
H 20.295617 -6.957017 -30.993952 -0.21 0.17 0.27 0.0752
H 22.929460 -3.772023 -31.774686 -0.02 0.30 0.17 0.0670
H 22.512256 -2.774304 -33.175806 0.14 0.01 0.07 0.0683
H 21.870818 -4.379818 -32.956145 -0.54 0.32 -0.15 0.0611
C 16.043702 2.685458 -28.531511 0.37 0.59 1.28 -0.0527
C 14.978646 1.668004 -28.780188 -0.96 -1.30 -1.06 -0.4760
C 14.662949 1.481894 -30.261409 0.25 0.82 -0.14 -0.0519
O 15.345659 0.347806 -28.327513 0.48 -0.22 0.12 -0.0737
H 15.940260 3.046012 -27.501601 0.11 0.05 -0.02 0.0796
H 15.971422 3.567256 -29.165022 -0.06 -0.13 -0.18 0.0794
H 17.053921 2.278690 -28.588884 -0.09 -0.13 -0.39 0.0835
H 14.008283 1.922391 -28.343354 0.27 0.29 0.43 0.1369
H 15.456316 0.945544 -30.783836 -0.03 -0.10 0.06 0.0741
H 14.618959 2.487143 -30.689048 -0.09 -0.10 -0.23 0.0788
H 13.693610 1.016404 -30.428931 0.11 -0.26 0.08 0.0778
H 15.144640 0.170036 -27.403700 -0.16 0.41 0.02 0.0956
C 15.433972 -0.451072 -35.440891 -0.46 -0.38 -0.71 -0.0628
C 16.594125 0.287549 -34.825562 -0.05 0.94 0.57 -0.4806
C 16.202944 1.669682 -34.309431 0.05 -0.46 -0.68 -0.0394
O 17.131616 -0.452401 -33.716927 0.10 -0.38 -1.56 -0.0880
H 14.688139 -0.782748 -34.715972 0.07 0.26 0.18 0.0796
H 15.737814 -1.345269 -35.994685 0.26 -0.02 0.20 0.0825
H 14.940604 0.162346 -36.200027 -0.05 0.14 0.17 0.0838
H 17.342297 0.457118 -35.612739 0.25 -0.32 0.28 0.1405
H 16.073729 2.273751 -35.210956 -0.44 0.24 0.26 0.0844
H 16.999201 2.137512 -33.733972 -0.02 -0.16 0.17 0.0602
H 15.283310 1.577529 -33.730701 0.01 0.34 0.05 0.0796
H 17.409276 -1.267177 -34.174554 0.33 -0.18 0.97 0.1088
C 20.925809 4.100598 -32.020319 0.90 -0.69 0.62 -0.0495
C 19.599861 3.438351 -32.333641 -0.95 -0.30 -1.31 -0.4942
C 19.681435 1.906131 -32.364164 -0.10 0.09 0.51 -0.0604
O 18.584424 3.683472 -31.373571 -0.24 0.23 0.86 -0.0698
H 20.869925 4.817597 -31.199558 -0.22 0.14 -0.16 0.0780
H 21.459446 4.547704 -32.857414 -0.38 0.12 -0.18 0.0770
H 21.594102 3.309505 -31.661587 0.10 0.17 0.13 0.0756
H 19.195253 3.832571 -33.281374 0.32 -0.20 -0.07 0.1295
H 20.296341 1.445224 -33.136271 0.31 0.38 0.06 0.0861
H 18.711504 1.413274 -32.443118 -0.18 0.39 -0.14 0.0497
H 20.039135 1.644024 -31.364394 0.28 -0.30 -0.16 0.0860
H 18.495105 4.628794 -31.211655 0.11 -0.05 -0.12 0.0868
O 18.060884 -1.092760 -28.727111 -0.10 0.40 0.71 -0.0540
H 18.651617 -1.291247 -27.992137 0.08 -0.12 -0.22 0.0654
H 17.426647 -0.447158 -28.376362 -0.15 -0.07 -0.14 0.0300
C 14.414921 -3.532619 -29.400028 -0.16 0.02 -0.26 -0.0515
C 14.561004 -4.107111 -30.809825 -0.51 -0.16 0.77 -0.4172
C 13.407934 -5.080448 -31.210250 1.16 1.10 0.80 -0.2015
O 13.284879 -6.052353 -30.199197 -0.51 -0.43 -0.31 -0.2046
C 13.713343 -7.365431 -30.598435 0.01 1.15 0.94 -0.0747
N 14.703127 -2.944992 -31.706575 0.16 -1.13 -0.69 0.0337
H 13.597634 -2.805585 -29.356973 -0.13 -0.08 -0.05 0.0781
H 15.324030 -2.968541 -29.186327 0.04 -0.12 0.25 0.0639
H 14.230636 -4.297568 -28.648661 0.14 0.00 -0.03 0.0777
H 15.453473 -4.735783 -30.803202 0.31 0.40 -0.32 0.1088
H 13.673662 -5.560526 -32.154194 -0.34 0.20 -0.27 0.1196
H 12.529600 -4.430380 -31.267529 -0.45 -0.53 -0.22 0.1226
H 13.052658 -7.793143 -31.350634 0.08 -0.05 -0.14 0.0868
H 13.665294 -7.923092 -29.666491 0.04 -0.37 -0.19 0.0885
H 14.753764 -7.284563 -30.915960 0.02 -0.40 -0.29 0.0877
H 14.741001 -3.350372 -32.642733 0.21 0.48 -0.14 0.0893
H 13.855478 -2.384608 -31.690332 -0.03 -0.04 0.18 0.0819
```
Positions in Å, forces in eV/Å.